1.
Below is an isolated molecule of C5H10O, with properties calculated with wB97M-V/def2-TZVPD.

Each line ends with the natural charge from an NBO analysis.
Atoms and positions in Å:
C: 0.2260 1.7941 -0.8120  -0.25
C: 0.6813 -1.4505 -0.1983  -0.43
C: 0.8995 -0.6752 1.0885  -0.42
C: -0.4875 -0.9988 0.6178  -0.26
C: -1.3117 0.0496 -0.1286  -0.06
O: -0.5920 0.7041 -1.1721  -0.55
H: 0.6030 2.2539 -1.7325  0.19
H: -0.3595 2.5282 -0.2496  0.17
H: 1.1213 1.5458 -0.2194  0.16
H: 1.0095 -2.4818 -0.2020  0.21
H: 1.2592 -1.2504 1.9406  0.21
H: 1.2625 0.3452 1.1101  0.21
H: -1.0566 -1.7366 1.1788  0.22
H: -2.1406 -0.4829 -0.6175  0.19
H: -1.7541 0.7961 0.5465  0.17
H: 0.6399 -0.9407 -1.1503  0.24

The SMILES is COCC1CC1. Its total charge is 0. Its energy above the lowest of the compared OMol25 structures with the same formula, charge and spin is 189.2 kJ/mol. For the LUMO energy, the calculation gives 1.15 eV. The value obtained for the strongest force on any atom is 0.79 eV Å⁻¹. The value obtained for the molecular weight is 86.13 g/mol. The calculation puts the orbital gap at 10.920 eV.

=====

2.
Below is an isolated molecule of C5H10O, with properties calculated with wB97M-V/def2-TZVPD.

Each line ends with the natural charge from an NBO analysis.
Atoms and positions in Å:
C: 2.3094 0.3634 -0.2253  -0.62
C: 1.0724 -0.4803 0.0333  -0.35
C: -1.2921 -0.5142 -0.2439  0.16
C: -2.3720 -0.1163 0.6487  -0.73
C: -0.2169 0.4293 -0.4191  0.02
O: -0.2625 1.5854 0.1354  -0.76
H: 2.1583 1.3536 0.2104  0.25
H: 3.1930 -0.1055 0.2217  0.21
H: 2.4862 0.4813 -1.3004  0.20
H: 1.1065 -1.4300 -0.5118  0.19
H: 0.9654 -0.6870 1.1027  0.21
H: -1.2735 -1.4756 -0.7556  0.20
H: -1.8990 0.2632 1.5710  0.28
H: -2.7965 0.8125 0.2311  0.29
H: -3.1416 -0.8629 0.8429  0.22
H: -0.0372 0.3830 -1.5411  0.22

Its total charge is 0. Its energy above the lowest of the compared OMol25 structures with the same formula, charge and spin is 352.9 kJ/mol. For the LUMO energy (spin up / spin down), the calculation gives -0.89 / -1.00 eV. The value obtained for the strongest force on any atom is 0.42 eV Å⁻¹. The value obtained for the molecular weight is 86.13 g/mol. The calculation puts the orbital gap (spin up / spin down) at 7.433 / 7.204 eV.